Entry w
Molecular formula: C5H3N
Method: DFT, ωB97M-V/def2-TZVPD

Values from the calculation:
Orbital gap (spin up / spin down)   0.2441 / 0.2926 Eh
Net charge   0
Spin multiplicity   3

Last columns: bonded neighbours and bond lengths (Å).
Positions of all 9 atoms, in Å:
1 C 1.07757 -0.71395 -0.72818  C2 1.263, N6 1.315
2 C -0.17910 -0.59374 -0.67891  C1 1.263, C5 1.632
3 C 3.54957 -1.37120 -0.72555  N6 1.307
4 C -1.17386 1.32325 0.49625  C5 1.370, H7 1.087, H8 1.075
5 C -1.36364 -0.01707 0.28357  C2 1.632, C4 1.370, H9 1.156
6 N 2.24796 -1.30592 -0.82370  C1 1.315, C3 1.307
7 H -1.19433 1.58673 1.55026  C4 1.087
8 H -1.26409 1.95576 -0.36889  C4 1.075
9 H -1.70007 -0.86386 0.99515  C5 1.156



Entry x
Molecular formula: C5H3N
Method: DFT, ωB97M-V/def2-TZVPD

Values from the calculation:
Orbital gap (spin up / spin down)   0.2397 / 0.2598 Eh
Net charge   0
Spin multiplicity   3

Last columns: bonded neighbours and bond lengths (Å).
Positions of all 9 atoms, in Å:
1 C -1.52398 -0.86254 -0.61787  C4 1.197, H7 1.114
2 C 2.15962 -1.28882 -0.06390  N6 1.179
3 C 1.13214 0.93608 0.15033  C5 1.206, N6 1.305
4 C -1.25526 -1.34514 0.44423  C1 1.197, H8 1.011
5 C 0.53662 1.96688 -0.04412  C3 1.206, H9 1.059
6 N 1.77202 -0.20113 0.17244  C2 1.179, C3 1.305
7 H -1.82331 -0.00767 -1.26718  C1 1.114
8 H -1.06457 -2.09705 1.09315  C4 1.011
9 H 0.06672 2.89938 0.13291  C5 1.059



Computed energies relative to the best structure, in kcal/mol: entry w 0.0; entry x 37.8